1.
78
Properties=species:S:1:pos:R:3:forces:R:3:mulliken_charge:R:1 method="wB97M-V/def2-TZVPD" homo_energy_ev="-4.5 / -8.1" spin_multiplicity=3 fmax_ev_per_a=3.4 s_squared=2.0199 charge=0 orbital_gap_ha="0.18501 / 0.16346"
Pd 0.1748 -0.0027 2.7232 -0.55 0.04 3.31 -0.309
C -1.8187 0.8374 -4.1282 -0.84 0.35 -0.48 -0.425
C -1.8324 -0.4268 -3.7235 -0.90 -0.27 -0.53 -0.375
C -1.0532 -1.5507 -4.3347 0.55 -0.37 -0.02 -0.539
C 0.3043 -1.1558 -4.9493 -0.07 -0.76 -0.41 -1.132
C 1.1529 -0.3445 -4.0173 0.79 0.67 -0.35 -0.126
C 1.1772 0.9923 -3.9185 0.68 -0.58 -0.73 -0.369
C 0.3699 1.9523 -4.7398 -0.37 0.48 -0.07 -0.711
C -0.9878 1.4384 -5.2378 -0.21 0.39 -0.35 -0.901
C 1.7708 0.4158 4.0290 1.44 0.03 0.93 -1.533
H -2.5904 1.5366 -3.7699 0.47 -0.44 0.35 0.373
H -2.6292 -0.7628 -3.0473 0.39 0.36 0.06 0.518
H -1.6427 -2.0638 -5.1174 0.00 0.21 0.34 0.336
H -0.8477 -2.3109 -3.5661 -0.14 0.14 -0.07 0.300
H 0.8501 -2.0944 -5.1625 -0.22 0.32 0.13 0.426
H 0.1665 -0.7025 -5.9425 0.16 -0.04 0.56 0.325
H 1.9258 -0.9387 -3.5209 -0.29 0.35 0.29 0.481
H 1.9876 1.4780 -3.3708 -0.29 -0.29 0.22 0.467
H 0.9434 2.3019 -5.6196 0.01 -0.16 0.38 0.329
H 0.1723 2.8577 -4.1417 0.15 -0.23 -0.07 0.302
H -1.5445 2.3102 -5.6289 0.22 -0.29 0.18 0.436
H -0.8693 0.7839 -6.1148 -0.13 0.17 0.53 0.322
H 1.4694 1.2894 4.6209 -0.21 -0.08 -0.26 0.426
H 2.8004 0.5864 3.6438 -0.81 -0.21 0.00 0.602
H 1.7956 -0.4492 4.7084 -0.08 0.09 -0.35 0.296
P -1.4967 -0.5567 1.3194 1.49 0.05 -2.83 1.624
P 1.7043 0.0521 1.1555 -2.27 -1.07 -1.21 1.154
C -0.5594 -0.7396 -0.2090 -3.18 -0.17 0.48 -0.914
C 0.7991 -0.6142 -0.2287 3.31 0.28 0.21 -0.865
C -2.4242 -2.0840 1.6210 -0.33 -0.36 0.34 0.325
C -2.7828 -2.8580 0.5062 -0.46 -0.36 0.13 -0.049
C -3.5625 -4.0175 0.6683 0.38 0.67 0.46 -0.621
C -3.9394 -4.4016 1.9655 -0.11 -0.11 -0.03 -0.429
C -3.5491 -3.6610 3.0915 0.25 0.38 -0.47 -0.627
C -2.7781 -2.4972 2.9190 -0.34 -0.22 -0.25 -0.452
C -2.6990 0.7878 1.0846 -0.52 -0.16 0.29 0.662
C -2.2436 2.1189 1.0645 -0.63 0.01 -0.14 -0.539
C -3.1515 3.1473 0.7731 0.16 -0.50 0.06 -0.701
C -4.4940 2.8352 0.5096 -0.03 -0.22 0.01 -0.488
C -4.9550 1.5113 0.5545 0.52 -0.11 0.16 -0.722
C -4.0569 0.4801 0.8681 0.29 0.78 -0.10 -0.345
C 3.1446 -0.9973 1.4851 0.50 0.43 0.00 0.535
C 2.9572 -2.2711 2.0514 0.59 0.06 -0.06 -0.487
C 4.0768 -3.0867 2.2839 -0.41 0.59 -0.24 -0.663
C 5.3522 -2.6158 1.9486 0.17 0.16 0.00 -0.432
C 5.5423 -1.3351 1.4136 -0.59 0.01 0.07 -0.630
C 4.4289 -0.5114 1.1911 -0.07 -0.68 0.22 -0.271
C 2.1975 1.7650 0.8452 0.29 0.33 -0.20 0.512
C 2.3174 2.7368 1.8553 0.39 0.06 -0.58 -0.341
C 2.8197 4.0022 1.5235 -0.17 -0.35 -0.22 -0.679
C 3.1265 4.2968 0.1883 -0.05 -0.23 -0.12 -0.545
C 2.9166 3.3546 -0.8339 -0.12 -0.06 0.53 -0.357
C 2.4362 2.0847 -0.5022 0.40 0.47 0.38 -0.347
H -1.1495 -0.9282 -1.1163 0.45 0.12 0.27 0.173
H 1.4129 -0.8749 -1.0981 -0.45 -0.03 0.15 0.632
H -2.4770 -2.5299 -0.4912 -0.10 -0.20 0.36 0.304
H -3.8757 -4.5834 -0.2124 0.10 0.11 0.38 0.408
H -4.5608 -5.2963 2.0945 0.29 0.37 -0.01 0.347
H -3.8535 -3.9591 4.0998 0.13 0.02 -0.44 0.401
H -2.4650 -1.8963 3.7808 -0.18 -0.31 -0.39 0.203
H -1.1945 2.3362 1.2816 -0.28 -0.05 -0.14 0.324
H -2.8019 4.1845 0.7498 -0.21 -0.40 0.01 0.404
H -5.1984 3.6325 0.2768 0.18 -0.14 0.04 0.373
H -6.0001 1.2580 0.3547 0.35 0.25 0.08 0.407
H -4.3845 -0.5536 0.9374 -0.04 0.19 -0.07 0.369
H 1.9527 -2.6027 2.3298 0.32 0.09 -0.18 0.340
H 3.9367 -4.0743 2.7270 0.13 0.30 -0.15 0.396
H 6.2236 -3.2471 2.1300 -0.25 0.14 -0.05 0.355
H 6.5342 -0.9539 1.1752 -0.16 -0.24 0.10 0.397
H 4.5393 0.5007 0.8011 0.07 -0.27 0.05 0.354
H 2.0493 2.4888 2.8813 0.16 0.17 -0.35 0.318
H 2.9838 4.7399 2.3135 -0.12 -0.17 -0.35 0.405
H 3.5335 5.2730 -0.0646 -0.09 -0.13 0.05 0.369
H 3.1382 3.5892 -1.8770 -0.07 0.06 0.34 0.438
H 2.2633 1.3285 -1.2691 0.04 0.23 0.25 0.023
S -0.9977 -0.1933 7.2554 0.00 -0.06 0.68 -0.338
C -1.0101 -0.2662 5.6780 -0.04 0.15 -2.83 0.610
N -0.9713 -0.2751 4.4752 0.49 0.25 1.73 -0.838


2.
81
Properties=species:S:1:pos:R:3:forces:R:3:mulliken_charge:R:1 method="wB97M-V/def2-TZVPD" homo_energy_ev=-5.9 fmax_ev_per_a=2.4 charge=0 orbital_gap_ha=0.15596
C 1.3586 4.4600 -2.9840 0.38 0.32 0.10 -1.848
C 1.3536 3.0550 -2.4251 -0.57 0.79 0.13 1.541
C 2.6515 2.2343 -2.5560 0.36 0.07 -0.13 -1.649
C 0.6942 2.9690 -0.9428 0.00 -0.07 -0.77 1.433
C 1.6837 2.8454 0.1755 0.90 -0.11 0.32 -1.837
C -0.2809 4.0805 -0.5260 -0.18 0.40 -0.06 -2.225
O 0.0081 1.6988 -1.0643 0.41 -0.02 -0.93 0.202
B 0.0489 1.3561 -2.4069 -1.81 0.32 0.89 1.495
C -0.4406 0.0024 -2.9326 -0.33 -0.71 -0.57 0.867
C -1.6883 -0.5799 -2.6753 -0.05 -0.59 -0.02 0.951
C -2.1037 -1.7366 -3.3500 0.05 0.06 0.26 -1.295
C -1.2440 -2.2799 -4.3060 -0.32 -0.11 -0.49 0.286
C -1.6229 -3.4779 -5.1344 -0.06 -0.83 -0.30 0.803
F -0.9990 -3.4668 -6.3557 -0.47 -0.16 1.00 -0.276
F -1.2389 -4.6333 -4.4942 -0.35 0.74 -0.67 -0.254
F -2.9521 -3.5933 -5.3940 0.82 0.16 0.37 -0.269
C 0.0080 -1.7367 -4.5662 -0.14 0.35 0.20 -1.080
C 0.3976 -0.6050 -3.8692 -0.03 -0.44 0.02 -1.009
C -3.4958 1.7812 -0.2938 0.99 -0.29 2.14 -0.178
C -3.1173 2.8664 -1.1474 -0.47 0.51 -1.80 -0.472
C -4.1265 1.7354 -1.5689 -0.16 0.30 -1.00 -0.490
O 0.3962 2.3540 -3.2828 0.69 -0.68 1.32 -0.889
H 2.0763 5.0796 -2.4347 -0.14 0.10 -0.13 0.327
H 1.6263 4.4599 -4.0510 0.01 -0.08 0.36 0.461
H 0.3442 4.8870 -2.8881 0.55 -0.16 -0.05 0.372
H 3.5472 2.7484 -2.2033 -0.14 0.14 0.16 0.332
H 2.6151 1.2663 -2.0264 -0.26 0.38 0.00 0.158
H 2.8351 1.9754 -3.6096 -0.23 0.33 0.20 0.401
H 2.2914 3.7556 0.2249 0.04 -0.11 0.03 0.436
H 1.1738 2.7408 1.1397 -0.01 -0.05 -0.23 0.402
H 2.3430 1.9791 0.0564 -0.11 0.23 0.02 0.249
H 0.2326 5.0555 -0.4464 -0.03 -0.46 -0.04 0.418
H -1.1452 4.2221 -1.1789 0.45 -0.04 -0.04 0.394
H -0.6855 3.8478 0.4766 0.21 -0.05 -0.47 0.401
H -2.3461 -0.1719 -1.9098 0.22 -0.05 -0.43 -0.741
H -3.0761 -2.2090 -3.1045 0.75 0.37 -0.35 0.423
H 0.6426 -2.1447 -5.3451 -0.07 -0.08 0.20 0.448
H 1.3940 -0.2202 -4.0317 0.00 0.26 -0.18 0.325
H -3.4122 1.4254 0.7306 -0.57 0.35 -0.36 0.670
H -3.4768 3.9360 -1.1413 0.26 -1.20 0.54 0.277
H -2.2347 2.7614 -1.7997 -0.18 0.08 0.60 0.149
H -3.6783 1.0765 -2.3219 -0.54 0.23 -0.04 0.147
H -5.1746 2.0176 -1.7703 0.40 -0.40 0.41 0.290
C -4.7015 -4.7301 2.6183 -0.29 0.10 0.13 -1.347
C -3.8898 -3.5631 2.1449 0.18 0.21 -0.40 1.218
C -4.1950 -2.8853 0.9506 0.18 0.29 0.07 -0.934
C -3.5149 -1.7396 0.5387 0.36 -0.13 0.57 -0.090
C -2.3556 -1.2962 1.2679 -1.35 -1.62 0.38 0.769
C -1.4913 -0.3308 0.7142 -0.58 -0.25 -1.42 -0.655
C -0.1381 -0.3423 1.2047 1.50 0.68 1.18 0.064
C 0.1472 0.0841 2.5361 0.14 -0.26 -0.64 -0.708
C 1.4643 0.1700 2.9718 0.52 0.12 -0.68 -0.273
C 2.4860 -0.1352 2.0460 0.27 0.19 0.27 0.564
O 3.8145 0.2055 2.3246 -0.26 -0.77 0.81 -0.528
C 4.3920 -0.3447 3.4751 -0.21 0.02 0.12 0.504
C 5.4811 0.3598 3.9899 -0.01 -0.28 0.15 -0.562
C 6.1989 -0.1604 5.0751 -0.21 -0.08 -0.44 -0.453
C 5.7948 -1.3675 5.6684 0.03 0.23 -0.18 -0.498
C 4.6533 -2.0252 5.1985 0.01 0.29 -0.59 -0.618
C 3.9466 -1.5294 4.0860 0.24 0.21 -0.09 -0.181
C 2.2384 -0.6988 0.7918 0.29 0.03 0.75 -0.946
C 0.9212 -0.8529 0.4127 -0.96 0.64 -0.20 -0.001
C -2.0366 -2.0641 2.4517 -0.07 0.59 -0.29 -0.688
C -2.8399 -3.0883 2.9284 0.16 0.06 -0.28 -1.344
H -4.3281 -5.0264 3.6019 -0.33 -0.01 -0.02 0.338
H -5.7286 -4.3516 2.6888 -0.02 -0.52 0.23 0.316
H -4.7007 -5.6398 1.9946 0.12 0.56 -0.08 0.313
H -5.0096 -3.2787 0.3547 -0.05 0.12 -0.10 0.404
H -3.7993 -1.2021 -0.3792 0.05 -0.29 0.51 0.332
H -1.6867 0.0519 -0.2954 0.42 -0.67 0.83 0.426
H -0.6816 0.3270 3.2159 0.43 0.11 -0.45 0.571
H 1.7340 0.5428 3.9681 -0.16 -0.19 -0.47 0.481
H 5.7350 1.3009 3.5010 0.12 -0.27 0.20 0.376
H 7.0988 0.3732 5.4046 -0.46 -0.30 0.03 0.362
H 6.3923 -1.8011 6.4727 -0.29 0.17 -0.17 0.370
H 4.3243 -2.9617 5.6499 0.12 0.27 -0.07 0.337
H 3.0774 -2.0560 3.6684 0.47 0.21 0.32 0.391
H 3.0819 -1.0000 0.1535 -0.47 0.16 0.37 0.448
H 0.6759 -1.3210 -0.5422 0.04 0.26 0.16 0.518
H -1.1045 -1.8767 2.9789 -0.33 0.14 -0.06 0.339
H -2.6381 -3.5637 3.9029 0.12 0.21 -0.66 0.239